# 1
Formula: H25O13
Source: the OMol25 dataset
Level of theory: wB97M-V/def2-TZVPD

```
38
Properties=species:S:1:pos:R:3:forces:R:3
O 1.56359 -1.53243 -3.29040 -0.2 0.9 -0.5
H -2.09028 -2.22835 -0.39499 -0.1 0.3 0.2
H -2.28963 0.89406 -1.91257 0.2 -0.2 -0.3
O 0.49464 3.96788 0.53362 0.4 -2.1 0.1
H 0.84555 3.32119 1.17805 0.2 1.0 0.7
H -3.57017 -1.86751 -0.03071 0.3 0.3 0.1
O 0.95109 -1.76192 -0.78366 -0.2 0.1 0.8
H 0.37170 -2.47753 -0.50695 -0.1 -0.1 -0.2
O -1.65917 -3.15355 1.57579 -0.2 -0.9 0.4
H -1.83084 -3.22175 2.52334 0.3 0.2 0.1
H -2.45181 -3.58904 1.24034 0.1 0.1 -0.6
O 3.16827 1.50670 2.46783 -0.6 0.3 0.0
H 2.29328 -2.12551 -3.47465 0.0 0.0 0.5
H 2.33273 1.01258 2.56000 0.4 -0.2 0.4
O -2.03464 3.44543 1.55083 0.0 -0.1 1.2
H -1.18039 3.40330 1.08917 -0.7 0.4 -0.4
H -2.81672 3.38719 1.00649 0.4 -0.1 -0.6
O -3.01354 -2.40561 -0.59617 -0.4 -0.5 -0.6
H 1.65608 2.61636 -3.24706 -0.1 -0.5 0.4
H 2.16289 -2.58509 0.03785 0.5 -0.9 -0.3
O -3.02761 1.42853 -2.24866 0.2 0.1 0.5
H 3.12519 1.59441 1.51141 0.6 0.4 0.0
H -2.39348 -0.53035 2.83772 0.3 0.0 -0.3
O 2.90587 -3.14051 0.43229 -0.3 0.9 0.0
H 0.44796 3.26389 -0.13903 -0.2 0.9 -0.8
H 2.28115 0.22325 0.58875 -0.1 0.3 0.1
O -0.18818 0.49888 -1.40284 -0.4 0.5 0.1
H 0.28278 0.48329 -2.24323 -0.1 -0.3 -0.1
H -0.00918 -0.40343 -1.00257 0.6 0.2 -0.2
O -1.90949 -1.19061 3.33817 -0.1 0.0 0.9
H -1.16808 -1.50078 2.80909 -0.1 0.5 -0.3
H 3.39773 -2.43222 0.86499 0.2 -0.3 0.2
O 1.71712 -0.23777 1.21990 0.4 -0.8 -0.9
H 0.62539 2.55986 -2.02590 0.2 -0.8 -0.3
H -2.98220 2.17755 -1.64383 -0.2 0.1 -0.2
O 1.00078 3.08762 -2.73174 -0.2 1.1 -0.2
H 1.59336 -1.04150 0.61832 -1.1 0.6 0.4
H 1.39825 -1.44649 -2.30898 0.3 -1.2 -0.3
```
Positions in Å, forces in eV/Å.

Computed properties:
multiplicity = 1
LUMO level = 2.529 eV
charge = -1
E_HOMO = -6.7 eV
energy above the lowest of the compared OMol25 structures with the same formula, charge and spin = 223.2 kJ/mol

# 2
Formula: H25O13
Source: the OMol25 dataset
Level of theory: wB97M-V/def2-TZVPD

```
38
Properties=species:S:1:pos:R:3:forces:R:3
O 0.33661 0.33808 -0.30711 0.5 0.0 0.2
H -0.49939 -0.10492 -0.41511 -0.7 -0.3 -0.4
O 0.25961 -1.86292 1.23289 0.8 0.4 -0.7
H -0.28439 -1.66192 1.97489 -0.7 0.0 1.1
H 0.31361 -0.97392 0.78489 0.3 -0.7 0.0
O 2.54861 0.09308 1.82789 2.6 -0.5 -0.2
H 1.65761 0.28608 2.00789 -2.1 0.3 0.6
H 2.59761 -0.86692 1.75589 -0.2 0.2 0.2
O -2.06139 -0.70992 -1.70311 0.8 -1.2 1.4
H -1.84639 -0.67892 -2.61111 0.5 0.2 -1.7
H -2.77639 -0.12792 -1.58811 -1.5 1.0 0.2
O 0.79461 0.07508 -3.07711 0.4 1.5 -1.3
H 0.41461 -0.76792 -3.17411 -0.5 -2.1 -0.6
H 0.72461 0.17608 -2.14111 0.1 0.6 1.5
O 2.43761 -1.30592 -0.87911 0.0 0.1 -0.2
H 2.80161 -1.70892 -0.09611 0.2 -0.3 0.2
H 1.87861 -0.58492 -0.52311 0.0 -0.1 -0.3
O -0.05239 1.20508 2.03589 0.3 -0.1 0.5
H 0.20561 1.00108 1.07389 -0.4 0.1 0.0
H 0.41861 1.99808 2.31589 -0.3 -0.2 0.0
O -2.29939 -0.42292 1.53389 0.2 -0.3 0.2
H -1.70839 0.15808 2.03589 -0.1 0.5 -0.2
H -3.03039 0.09608 1.20689 -0.1 0.3 0.1
O 0.02461 3.95008 0.63889 -0.6 1.1 0.3
H 0.59761 3.53708 1.25589 1.3 0.2 0.9
H -0.16139 3.17008 0.12989 -0.8 -0.1 -0.9
O -2.32739 -2.97592 0.57789 -2.1 -0.7 -1.0
H -1.90839 -3.65692 1.06989 0.9 -0.5 0.5
H -1.83139 -2.17792 0.62289 0.8 0.7 0.3
O 0.14261 -2.63692 -1.93711 0.4 0.1 -0.1
H 0.91361 -2.26492 -1.48811 1.3 -0.5 -0.3
H -0.44539 -2.04192 -1.49211 -1.7 0.0 0.3
O -1.39039 2.26808 -0.92111 -2.2 0.1 -0.4
H -2.20539 1.72308 -0.83611 1.0 0.9 0.0
H -0.69639 1.61308 -0.83611 0.9 -0.8 -0.1
O 2.11861 2.29108 -0.20011 -0.1 -0.3 0.0
H 1.55061 1.48808 -0.31111 0.7 0.7 0.0
H 2.78761 2.06508 0.45489 -0.1 -0.3 -0.2
```
Positions in Å, forces in eV/Å.

Computed properties:
multiplicity = 1
LUMO level = 2.619 eV
charge = -1
E_HOMO = -7.2 eV
energy above the lowest of the compared OMol25 structures with the same formula, charge and spin = 154.9 kJ/mol

What is the formula in the second record?
H25O13

Repeat the first record exactly.
Formula: H25O13
Source: the OMol25 dataset
Level of theory: wB97M-V/def2-TZVPD

```
38
Properties=species:S:1:pos:R:3:forces:R:3
O 1.56359 -1.53243 -3.29040 -0.2 0.9 -0.5
H -2.09028 -2.22835 -0.39499 -0.1 0.3 0.2
H -2.28963 0.89406 -1.91257 0.2 -0.2 -0.3
O 0.49464 3.96788 0.53362 0.4 -2.1 0.1
H 0.84555 3.32119 1.17805 0.2 1.0 0.7
H -3.57017 -1.86751 -0.03071 0.3 0.3 0.1
O 0.95109 -1.76192 -0.78366 -0.2 0.1 0.8
H 0.37170 -2.47753 -0.50695 -0.1 -0.1 -0.2
O -1.65917 -3.15355 1.57579 -0.2 -0.9 0.4
H -1.83084 -3.22175 2.52334 0.3 0.2 0.1
H -2.45181 -3.58904 1.24034 0.1 0.1 -0.6
O 3.16827 1.50670 2.46783 -0.6 0.3 0.0
H 2.29328 -2.12551 -3.47465 0.0 0.0 0.5
H 2.33273 1.01258 2.56000 0.4 -0.2 0.4
O -2.03464 3.44543 1.55083 0.0 -0.1 1.2
H -1.18039 3.40330 1.08917 -0.7 0.4 -0.4
H -2.81672 3.38719 1.00649 0.4 -0.1 -0.6
O -3.01354 -2.40561 -0.59617 -0.4 -0.5 -0.6
H 1.65608 2.61636 -3.24706 -0.1 -0.5 0.4
H 2.16289 -2.58509 0.03785 0.5 -0.9 -0.3
O -3.02761 1.42853 -2.24866 0.2 0.1 0.5
H 3.12519 1.59441 1.51141 0.6 0.4 0.0
H -2.39348 -0.53035 2.83772 0.3 0.0 -0.3
O 2.90587 -3.14051 0.43229 -0.3 0.9 0.0
H 0.44796 3.26389 -0.13903 -0.2 0.9 -0.8
H 2.28115 0.22325 0.58875 -0.1 0.3 0.1
O -0.18818 0.49888 -1.40284 -0.4 0.5 0.1
H 0.28278 0.48329 -2.24323 -0.1 -0.3 -0.1
H -0.00918 -0.40343 -1.00257 0.6 0.2 -0.2
O -1.90949 -1.19061 3.33817 -0.1 0.0 0.9
H -1.16808 -1.50078 2.80909 -0.1 0.5 -0.3
H 3.39773 -2.43222 0.86499 0.2 -0.3 0.2
O 1.71712 -0.23777 1.21990 0.4 -0.8 -0.9
H 0.62539 2.55986 -2.02590 0.2 -0.8 -0.3
H -2.98220 2.17755 -1.64383 -0.2 0.1 -0.2
O 1.00078 3.08762 -2.73174 -0.2 1.1 -0.2
H 1.59336 -1.04150 0.61832 -1.1 0.6 0.4
H 1.39825 -1.44649 -2.30898 0.3 -1.2 -0.3
```
Positions in Å, forces in eV/Å.

Computed properties:
multiplicity = 1
LUMO level = 2.529 eV
charge = -1
E_HOMO = -6.7 eV
energy above the lowest of the compared OMol25 structures with the same formula, charge and spin = 223.2 kJ/mol

Which formula does entry 2 have?
H25O13